C28H58ClFNO15P | ωB97M-V/def2-TZVPD

Values from the calculation:
Largest force on an atom in Eh/bohr: 0.01375
SMILES: CC(=O)N(C)C(=O)O[C@@](CCF)(CCC(=O)O)P(O)Cl.COCCOCCOC.COCCOCCOC.COCCOCCOC
Gap between HOMO and LUMO in eV: 9.27
LUMO level in eV: 0.29

The geometry in ORCA input format:
```
! wB97M-V def2-TZVPD RIJCOSX def2/J DEFGRID3
* xyz 0 1
C -4.077 0.795 1.654
C -3.647 -0.602 2.002
O -3.474 -0.989 3.126
N -3.552 -1.523 0.905
C -3.631 -2.948 1.274
C -2.547 -1.276 -0.024
O -2.315 -1.990 -0.967
O -1.851 -0.173 0.279
C -0.564 0.005 -0.348
C 0.001 1.256 0.343
C 1.369 1.700 -0.173
F 1.308 3.021 -0.584
C 0.338 -1.206 -0.067
C 0.333 -1.620 1.414
C 1.321 -0.854 2.272
O 2.430 -0.574 1.920
O 0.887 -0.475 3.495
P -0.657 0.457 -2.210
O -0.664 -0.996 -2.907
Cl -2.663 0.992 -2.288
H -3.509 1.492 2.269
H -3.898 1.027 0.608
H -5.143 0.890 1.869
H -4.380 -3.056 2.051
H -3.940 -3.514 0.400
H -2.680 -3.328 1.653
H -0.693 2.082 0.159
H 0.005 1.105 1.424
H 2.111 1.633 0.622
H 1.746 1.097 -1.001
H 1.358 -0.966 -0.373
H 0.046 -2.078 -0.645
H 0.608 -2.677 1.475
H -0.668 -1.532 1.843
H 0.008 -0.831 3.679
H -1.118 -1.679 -2.381
C -10.389 0.842 2.410
O -10.282 2.147 1.893
C -9.335 2.972 2.542
C -8.448 3.715 1.566
O -7.553 2.904 0.826
C -8.053 2.063 -0.199
C -8.578 2.778 -1.425
O -9.785 3.466 -1.168
C -9.872 4.753 -1.735
H -11.007 0.813 3.314
H -10.862 0.225 1.646
H -9.406 0.419 2.643
H -8.711 2.383 3.224
H -9.866 3.724 3.140
H -7.800 4.357 2.169
H -9.040 4.363 0.918
H -8.790 1.352 0.179
H -7.181 1.491 -0.529
H -8.755 2.017 -2.198
H -7.811 3.465 -1.800
H -8.921 5.290 -1.660
H -10.629 5.305 -1.181
H -10.170 4.711 -2.789
C 8.175 1.677 -3.390
O 7.233 2.601 -2.899
C 5.935 2.478 -3.445
C 4.852 2.503 -2.389
O 4.821 1.377 -1.528
C 5.844 1.202 -0.561
C 5.851 2.202 0.573
O 6.230 3.497 0.151
C 5.453 4.546 0.682
H 8.571 1.981 -4.365
H 8.997 1.638 -2.676
H 7.744 0.674 -3.481
H 5.847 1.555 -4.031
H 5.750 3.323 -4.121
H 3.900 2.460 -2.926
H 4.867 3.441 -1.831
H 6.827 1.130 -1.030
H 5.631 0.228 -0.112
H 6.569 1.843 1.322
H 4.859 2.222 1.040
H 4.391 4.283 0.715
H 5.576 5.409 0.028
H 5.781 4.822 1.690
C 4.402 -2.413 -2.241
O 4.725 -2.827 -0.932
C 3.620 -2.994 -0.065
C 3.708 -4.267 0.745
O 3.580 -5.466 0.002
C 4.662 -5.891 -0.810
C 5.863 -6.418 -0.056
O 6.553 -5.394 0.634
C 6.969 -5.726 1.938
H 4.223 -1.332 -2.272
H 5.251 -2.649 -2.881
H 3.520 -2.933 -2.632
H 2.680 -2.990 -0.634
H 3.597 -2.148 0.631
H 2.843 -4.268 1.415
H 4.603 -4.265 1.369
H 4.962 -5.121 -1.524
H 4.261 -6.734 -1.378
H 6.539 -6.874 -0.792
H 5.540 -7.203 0.638
H 6.208 -6.310 2.466
H 7.130 -4.794 2.478
H 7.906 -6.294 1.932
*
```

Results of the Mulliken charge analysis, in e, for atoms 1 through 2: -0.98, 0.89